[1]
Here is a cluster of 2 separate species, C2H5FN2 in total at a distorted geometry from the Open Molecules 2025 dataset. Energies are from ωB97M-V/def2-TZVPD.

Geometry as XYZ:
```
10
C2H5FN2 ωB97M-V/def2-TZVPD
C 0.3943 0.3135 -0.2091
C -0.8791 -0.3944 -0.4348
H 1.5834 0.3600 1.6796
H -0.6112 0.7040 1.7285
H 1.2075 -0.2839 -1.6948
H -1.6838 0.1182 0.2547
H -0.7447 -1.4359 0.2277
N 0.6499 0.7648 1.1529
N 1.4422 0.2064 -0.9061
F -1.3585 -0.3527 -1.7986
```

calculated total energy: -288.45187 a.u.
HOMO-LUMO gap: 9.859 eV
energy relative to the best compared isomer or geometry (same formula, charge and spin): 73.3 kcal/mol

For each atom in turn, the Mulliken charge in e is: number 1, C, carries 0.6554; number 2, C, carries -0.3835; number 3, H, carries 0.2863; number 4, H, carries 0.2670; number 5, H, carries 0.2351; number 6, H, carries 0.2152; number 7, H, carries 0.2763; number 8, N, carries -0.6080; number 9, N, carries -0.6745; number 10, F, carries -0.2694

***

[2]
Here is the molecule C4H5F2NS at a distorted geometry from the Open Molecules 2025 dataset. Energies are from ωB97M-V/def2-TZVPD.

Geometry as XYZ:
```
13
C4H5F2NS ωB97M-V/def2-TZVPD
C 0.3278 -0.4153 -0.1500
C 1.5485 -1.1516 -0.3887
C 0.3789 1.0427 -0.0452
C -0.5091 1.8420 0.5364
H -2.9663 -1.4534 -0.4854
H 1.3904 -2.2855 -0.6308
H 1.9767 -0.6872 -1.3374
H -1.4499 1.5482 1.0907
H -0.2436 2.8686 0.6861
N -0.8246 -1.0579 -0.0276
F 2.4290 -1.0243 0.7537
F 1.4081 1.6145 -0.6028
S -2.3717 -0.3628 -0.0127
```

calculated total energy: -808.00665 a.u.
HOMO-LUMO gap: 9.129 eV
SMILES: C=C(F)/C(CF)=N\S
energy relative to the best compared isomer or geometry (same formula, charge and spin): 40.3 kcal/mol

For each atom in turn, the Mulliken charge in e is: number 1, C, carries 0.6140; number 2, C, carries -0.2746; number 3, C, carries 0.4800; number 4, C, carries -0.7454; number 5, H, carries 0.1494; number 6, H, carries 0.2570; number 7, H, carries 0.1971; number 8, H, carries 0.2280; number 9, H, carries 0.2904; number 10, N, carries -0.5109; number 11, F, carries -0.2915; number 12, F, carries -0.2613; number 13, S, carries -0.1321

***

[3]
Here is a cluster of 2 separate species, C5H12NO in total at a distorted geometry from the Open Molecules 2025 dataset. Energies are from ωB97M-V/def2-TZVPD.

Geometry as XYZ:
```
19
C5H12NO ωB97M-V/def2-TZVPD
C 0.3224 -1.4173 -0.3082
C -1.5194 0.5060 -0.3115
C -2.5599 0.0345 0.5917
C 2.6537 0.3070 0.2154
C 1.1823 0.8144 -0.0091
N 0.3286 -0.3047 0.3883
O -1.5443 0.5715 -1.6313
H 0.0998 -2.4405 0.1302
H 0.7969 -1.4651 -1.2622
H -2.0649 0.0346 1.6076
H -3.2065 -0.8329 0.4490
H -3.1611 0.9170 0.6773
H 2.5656 -0.6963 0.6562
H 3.0729 0.5192 -0.8252
H 3.2404 0.8361 0.9689
H 1.0098 1.1120 -1.1183
H 1.0454 1.6759 0.5114
H 0.0270 -0.1614 1.3411
H -2.2887 -0.0100 -2.0714
```

calculated total energy: -327.26117 a.u.
HOMO-LUMO gap (alpha / beta): 7.444 / 7.532 eV
total charge: +1
energy relative to the best compared isomer or geometry (same formula, charge and spin): 124.5 kcal/mol

For each atom in turn, the Mulliken charge in e is: number 1, C, carries -0.2837; number 2, C, carries 0.1752; number 3, C, carries -0.9248; number 4, C, carries -0.9148; number 5, C, carries -0.5858; number 6, N, carries -0.1528; number 7, O, carries -0.3533; number 8, H, carries 0.2708; number 9, H, carries 0.2950; number 10, H, carries 0.2640; number 11, H, carries 0.3406; number 12, H, carries 0.3772; number 13, H, carries 0.3173; number 14, H, carries 0.2549; number 15, H, carries 0.3374; number 16, H, carries 0.3477; number 17, H, carries 0.5348; number 18, H, carries 0.3475; number 19, H, carries 0.3527

***

[4]
Here is the ion C5H9N4 with charge +1 at a distorted geometry from the Open Molecules 2025 dataset. Energies are from ωB97M-V/def2-TZVPD.

Geometry as XYZ:
```
18
C5H9N4 ωB97M-V/def2-TZVPD
C 1.7433 -1.1334 0.1565
C 1.7026 0.1672 -0.1306
C -0.2302 -0.6284 -0.3995
C -2.8245 1.1830 0.1234
C 2.6970 1.2559 0.0177
N 0.4542 0.4116 -0.5991
N 0.5306 -1.7127 -0.0894
N -1.6217 -0.8042 -0.3693
N -2.6959 -0.0823 -0.0316
H 2.5409 -1.8124 0.4587
H -3.7207 1.6794 0.4884
H -1.9848 1.8117 -0.0856
H 3.4855 1.4637 -0.6463
H 1.9810 2.0937 -0.0839
H 3.1146 1.1017 1.0531
H 0.2576 -2.6339 0.2822
H -1.8219 -1.7945 -0.3550
H -3.6078 -0.5662 0.2103
```

calculated total energy: -414.60354 a.u.
HOMO-LUMO gap (alpha / beta): 7.445 / 7.446 eV
total charge: +1
SMILES: C=[NH+]Nc1nc(C)c[nH]1
energy relative to the best compared isomer or geometry (same formula, charge and spin): 81.7 kcal/mol

For each atom in turn, the Mulliken charge in e is: number 1, C, carries -0.4775; number 2, C, carries 0.5131; number 3, C, carries 0.3139; number 4, C, carries -0.2083; number 5, C, carries -0.9946; number 6, N, carries -0.4725; number 7, N, carries -0.1371; number 8, N, carries -0.1934; number 9, N, carries -0.0615; number 10, H, carries 0.3888; number 11, H, carries 0.2653; number 12, H, carries 0.3184; number 13, H, carries 0.2936; number 14, H, carries 0.2961; number 15, H, carries 0.2576; number 16, H, carries 0.2780; number 17, H, carries 0.2767; number 18, H, carries 0.3431

***

[5]
Here is the molecule C5H7NO at a distorted geometry from the Open Molecules 2025 dataset. Energies are from ωB97M-V/def2-TZVPD.

Geometry as XYZ:
```
14
C5H7NO ωB97M-V/def2-TZVPD
C -1.7842 -1.0100 0.1050
N -1.7106 0.4053 0.3160
C -0.4578 -0.1272 0.0057
C 0.8298 -0.0117 0.8576
C 1.7844 -0.2397 -0.3468
C 0.7025 0.7441 -0.7769
O 0.8794 1.4164 0.5133
H -2.2516 -1.4617 1.0083
H -2.0802 -1.5666 -0.7919
H -2.1756 1.1604 -0.1456
H 0.9613 -0.3010 1.9029
H 1.8401 -1.2007 -0.8570
H 2.7747 0.2300 -0.2118
H 0.7128 1.4247 -1.6410
```

calculated total energy: -324.51597 a.u.
HOMO-LUMO gap: 9.989 eV
energy relative to the best compared isomer or geometry (same formula, charge and spin): 130.8 kcal/mol

For each atom in turn, the Mulliken charge in e is: number 1, C, carries -0.4504; number 2, N, carries -0.4534; number 3, C, carries 0.2786; number 4, C, carries -0.2210; number 5, C, carries -0.5582; number 6, C, carries -0.2486; number 7, O, carries -0.4751; number 8, H, carries 0.2453; number 9, H, carries 0.2079; number 10, H, carries 0.2125; number 11, H, carries 0.4753; number 12, H, carries 0.2780; number 13, H, carries 0.2548; number 14, H, carries 0.4545

***

[6]
Here is a structure of composition C5H13BiO3 at a distorted geometry from the Open Molecules 2025 dataset. Energies are from ωB97M-V/def2-TZVPD.

Geometry as XYZ:
```
22
C5H13BiO3 ωB97M-V/def2-TZVPD
C 0.7891 -0.3825 -1.3162
O -0.3805 0.3081 -1.7166
C -1.5660 -0.4104 -1.5442
C -2.5600 0.4129 -0.7624
O -2.5210 1.7521 -1.1890
C -3.5774 2.5268 -0.6836
H 1.6208 0.2327 -1.7008
H 0.8496 -1.3829 -1.7896
H -1.3740 -1.3525 -0.9911
H -2.0011 -0.6843 -2.5246
H -2.3268 0.3475 0.3167
H -3.5713 -0.0075 -0.9154
H -3.5849 2.5225 0.4205
H -3.4340 3.5572 -1.0308
H -4.5532 2.1545 -1.0417
Bi 1.0663 -0.5487 0.8695
O 3.0869 -0.3870 0.6374
H 3.4798 0.4786 0.8011
C 3.9450 -1.3935 0.0896
H 4.9721 -1.2024 0.4129
H 3.6195 -2.3667 0.4709
H 3.8167 -1.4125 -0.9992
```

calculated total energy: -637.79796 a.u.
HOMO-LUMO gap (alpha / beta): 8.013 / 4.106 eV
total charge: +2

For each atom in turn, the Mulliken charge in e is: number 1, C, carries -0.8558; number 2, O, carries -0.2650; number 3, C, carries -0.4362; number 4, C, carries -0.3650; number 5, O, carries -0.1083; number 6, C, carries -0.6288; number 7, H, carries 0.4330; number 8, H, carries 0.4982; number 9, H, carries 0.4072; number 10, H, carries 0.3613; number 11, H, carries 0.2677; number 12, H, carries 0.4267; number 13, H, carries 0.3385; number 14, H, carries 0.2745; number 15, H, carries 0.3489; number 16, Bi, carries 0.9070; number 17, O, carries -0.4331; number 18, H, carries 0.4111; number 19, C, carries -0.4878; number 20, H, carries 0.3240; number 21, H, carries 0.2723; number 22, H, carries 0.3098